Entry 1:
Density functional theory data (wB97M-V/def2-TZVPD) for a 3-piece molecular cluster, C33H39BCl4N3O8PS overall.

Results
M	821.35	g mol⁻¹
energy above the lowest of the compared OMol25 structures with the same formula, charge and spin	0.00	kJ/mol
DFT total energy	-4652.1441	Ha
Kohn-Sham gap	8.46	eV
total charge	0
SMILES string	C#CC[C@@]1(P(C)O)[C@@](C)(c2cccnc2)[C@@](C#C)(OCCNC[C@H](C)O)[C@@](N)(B(O)O)OS1(=O)=O.Clc1ccccc1Cl.Clc1ccccc1Cl

Each line ends with the Löwdin charge.
Element x y z (Å)
C (4.771, -1.886, 4.494)  0.16
C (4.550, -1.602, 3.369)  -0.17
C (4.278, -1.237, 2.037)  -0.23
C (2.859, -1.573, 1.551)  -0.41
P (2.388, -3.402, 1.943)  0.95
C (3.979, -4.229, 1.824)  -0.24
O (2.188, -3.434, 3.547)  -0.29
C (1.792, -0.515, 1.945)  -0.29
C (1.544, -0.540, 3.444)  -0.02
C (2.391, 0.858, 1.627)  -0.15
C (2.219, 1.519, 0.451)  -0.02
C (2.823, 2.731, 0.225)  -0.04
C (3.580, 3.280, 1.210)  -0.13
N (3.773, 2.672, 2.387)  0.10
C (3.185, 1.484, 2.567)  -0.09
C (0.417, -0.720, 1.240)  -0.33
C (-0.360, -1.657, 1.950)  -0.10
C (-0.958, -2.433, 2.624)  0.18
O (-0.278, 0.517, 1.122)  -0.06
C (-0.965, 1.112, 2.226)  -0.15
C (-2.418, 1.268, 2.010)  -0.19
N (-3.241, 0.196, 2.547)  -0.01
C (-4.513, 0.017, 1.857)  -0.20
C (-5.036, -1.366, 1.984)  -0.44
C (-5.778, -1.819, 0.786)  -0.04
O (-5.877, -1.432, 3.140)  -0.02
C (0.479, -1.247, -0.230)  -0.32
N (0.271, -2.676, -0.384)  0.13
B (-0.693, -0.544, -1.051)  -0.67
O (-1.933, -0.991, -0.829)  0.19
O (-0.437, 0.368, -2.044)  0.19
O (1.743, -0.917, -0.841)  -0.18
S (3.089, -1.507, -0.257)  0.63
O (3.294, -2.824, -0.762)  -0.26
O (4.053, -0.499, -0.548)  -0.23
H (4.975, -2.106, 5.489)  0.03
H (4.944, -1.799, 1.420)  0.11
H (4.561, -0.227, 1.860)  0.11
H (3.910, -5.043, 2.512)  0.05
H (4.066, -4.585, 0.831)  0.02
H (4.849, -3.647, 2.053)  0.03
H (1.248, -3.574, 3.680)  0.03
H (1.076, 0.369, 3.725)  0.09
H (2.460, -0.589, 3.980)  0.06
H (0.954, -1.370, 3.743)  0.06
H (1.625, 1.106, -0.319)  0.09
H (2.726, 3.225, -0.710)  0.07
H (4.066, 4.212, 1.058)  0.10
H (3.389, 1.018, 3.495)  0.11
H (-1.598, -3.075, 3.139)  0.05
H (-0.779, 0.622, 3.159)  0.11
H (-0.568, 2.099, 2.306)  0.13
H (-2.672, 2.200, 2.487)  0.12
H (-2.609, 1.415, 0.974)  0.10
H (-3.472, 0.430, 3.496)  0.12
H (-4.398, 0.257, 0.823)  0.02
H (-5.266, 0.676, 2.246)  0.13
H (-4.184, -1.998, 2.129)  0.13
H (-6.701, -1.294, 0.683)  0.09
H (-5.197, -1.698, -0.103)  0.06
H (-6.022, -2.853, 0.881)  0.08
H (-5.636, -2.198, 3.656)  0.08
H (-0.687, -2.886, -0.617)  0.09
H (0.857, -3.037, -1.119)  0.09
H (-2.609, -0.372, -1.142)  0.02
H (-0.122, 1.202, -1.684)  0.11
Cl (-4.454, 0.867, -1.477)  0.80
C (-4.365, 1.911, -2.860)  -0.63
C (-3.516, 3.002, -2.809)  -0.10
C (-3.427, 3.854, -3.891)  -0.07
C (-4.185, 3.607, -5.028)  -0.07
C (-5.033, 2.516, -5.076)  -0.10
C (-5.128, 1.662, -3.987)  -0.68
Cl (-6.198, 0.307, -4.060)  0.69
H (-2.932, 3.182, -1.918)  0.11
H (-2.766, 4.706, -3.848)  0.11
H (-4.115, 4.268, -5.880)  0.11
H (-5.628, 2.319, -5.955)  0.11
Cl (1.808, 3.279, -6.453)  0.66
C (2.260, 2.066, -5.299)  -0.69
C (2.103, 0.729, -5.627)  -0.11
C (2.483, -0.253, -4.731)  -0.06
C (3.029, 0.096, -3.505)  -0.07
C (3.185, 1.429, -3.175)  -0.10
C (2.795, 2.417, -4.070)  -0.68
Cl (2.990, 4.079, -3.619)  0.67
H (1.684, 0.465, -6.587)  0.11
H (2.355, -1.294, -4.993)  0.11
H (3.330, -0.665, -2.800)  0.08
H (3.609, 1.708, -2.220)  0.09

=====

Entry 2:
Density functional theory data (wB97M-V/def2-TZVPD) for C33H39F4N6O4PtS as an isolated structure.

Results
expectation value of S²	6.070
M	886.85	g mol⁻¹
energy above the lowest of the compared OMol25 structures with the same formula, charge and spin	32.04	kJ/mol
spin multiplicity	5
DFT total energy	-2826.9350	Ha
Kohn-Sham gap (alpha / beta)	7.54 / 5.77	eV
total charge	+1

Each line ends with the Mulliken spin population.
Element x y z (Å)
Pt (0.015, 1.405, 0.396)  1.29
C (0.367, 4.222, -1.366)  0.00
N (-0.594, 3.680, -0.403)  0.22
C (-1.950, 3.802, -0.934)  -0.01
C (-0.416, 4.367, 0.876)  0.01
C (-1.283, 3.803, 1.984)  -0.08
N (-1.215, 2.354, 2.060)  0.64
C (-1.802, 1.727, 3.096)  0.04
C (-1.758, 0.303, 3.203)  0.13
F (-1.183, -0.418, 2.255)  0.03
C (-2.298, -0.384, 4.269)  -0.08
F (-2.197, -1.710, 4.285)  -0.01
C (-2.945, 0.269, 5.299)  0.22
C (-3.047, 1.647, 5.222)  -0.07
F (-3.683, 2.311, 6.180)  -0.01
C (-2.515, 2.361, 4.168)  0.16
F (-2.715, 3.677, 4.189)  0.02
H (0.171, 5.286, -1.541)  0.00
H (0.284, 3.690, -2.311)  0.00
H (1.378, 4.106, -0.980)  -0.01
H (-2.210, 4.853, -1.111)  0.01
H (-2.673, 3.368, -0.246)  0.00
H (-2.013, 3.259, -1.876)  0.00
H (-0.646, 5.437, 0.773)  0.00
H (0.636, 4.271, 1.153)  0.00
H (-2.331, 4.090, 1.847)  0.03
H (-0.952, 4.253, 2.922)  0.03
H (-3.369, -0.276, 6.129)  0.01
N (4.409, -0.667, -5.090)  0.06
C (3.746, -0.214, -4.270)  -0.02
C (2.908, 0.341, -3.256)  0.10
C (3.473, 0.788, -2.058)  -0.02
C (2.656, 1.319, -1.082)  0.02
C (1.259, 1.345, -1.253)  0.45
C (0.726, 0.992, -2.508)  0.11
C (1.536, 0.451, -3.487)  -0.02
H (4.542, 0.719, -1.914)  0.00
H (3.092, 1.687, -0.162)  0.02
H (-0.337, 1.088, -2.686)  0.01
H (1.122, 0.122, -4.431)  0.00
C (-1.959, -0.991, -4.443)  0.00
C (-3.469, -0.890, -4.262)  0.00
C (-4.089, -1.973, -3.379)  0.00
C (-3.863, -1.813, -1.880)  0.01
N (-2.501, -2.120, -1.461)  0.01
C (-1.650, -1.293, -0.857)  -0.04
S (-2.101, 0.347, -0.567)  0.28
N (-0.447, -1.747, -0.511)  0.04
C (0.047, -3.094, -0.760)  0.00
C (0.530, -3.289, -2.198)  0.00
C (0.753, -4.759, -2.548)  0.00
C (-0.549, -5.530, -2.730)  0.00
H (-1.614, -0.269, -5.183)  0.00
H (-1.675, -1.983, -4.797)  0.00
H (-1.419, -0.801, -3.515)  0.00
H (-3.939, -0.949, -5.246)  0.00
H (-3.732, 0.093, -3.860)  0.00
H (-3.745, -2.963, -3.699)  0.00
H (-5.171, -1.972, -3.528)  0.00
H (-4.535, -2.478, -1.330)  0.00
H (-4.083, -0.793, -1.566)  0.00
H (-2.180, -3.058, -1.655)  0.00
H (0.172, -1.098, -0.044)  0.05
H (-0.729, -3.817, -0.489)  0.00
H (0.865, -3.262, -0.060)  0.00
H (1.451, -2.717, -2.329)  0.00
H (-0.198, -2.860, -2.892)  0.00
H (1.364, -5.232, -1.776)  0.00
H (1.333, -4.817, -3.470)  0.00
H (-1.146, -5.557, -1.817)  0.00
H (-0.360, -6.564, -3.011)  0.00
H (-1.155, -5.081, -3.520)  0.00
O (1.791, 2.091, 1.855)  0.14
C (2.016, 0.899, 2.175)  0.02
O (1.336, -0.045, 1.677)  0.13
C (3.105, 0.586, 3.144)  0.04
C (3.913, 1.606, 3.635)  0.00
C (4.929, 1.325, 4.534)  0.00
C (5.147, 0.022, 4.953)  0.00
C (4.327, -0.979, 4.454)  0.00
C (3.309, -0.727, 3.554)  0.00
N (4.549, -2.366, 4.897)  0.00
O (5.484, -2.572, 5.639)  0.00
O (3.790, -3.213, 4.472)  0.00
H (3.734, 2.620, 3.305)  0.00
H (5.556, 2.120, 4.911)  0.00
H (5.931, -0.229, 5.651)  0.00
H (2.691, -1.529, 3.183)  0.00

=====

Q: Number 2 is which compound?
A: C33H39F4N6O4PtS

=====

Q: Look up the M of the second one.
A: 886.85 g mol⁻¹

=====

Q: total charge of number 2 (C33H39F4N6O4PtS)?
A: +1

=====

Q: Which formula does entry 1 have?
A: C33H39BCl4N3O8PS